Record 1
The following is a quantum chemistry calculation of a structure of composition C5H8O2, from the OMol25 dataset.

The geometry in ORCA input format:
```
! RIJCOSX wB97M-V def2-TZVPD def2/J DEFGRID3
* xyz 0 1
C -1.027 1.169 -0.598
C -0.118 0.162 0.059
C -0.858 -0.896 0.876
C 1.027 -0.394 -0.802
C 1.852 -0.045 0.419
O 2.874 -0.405 0.919
O 0.884 0.783 0.944
H -0.460 1.986 -1.053
H -1.588 0.653 -1.384
H -1.742 1.586 0.117
H -1.169 -1.743 0.255
H -0.174 -1.258 1.656
H -1.739 -0.449 1.353
H 1.003 -1.436 -1.125
H 1.238 0.287 -1.635
*
```

Values from the calculation:
**HOMO**: -0.3852 Eh
**M**: 100.12 g mol⁻¹
**LUMO level**: 0.02738 hartree
**Energy above the lowest of the compared OMol25 structures with the same formula, charge and spin**: 0.369 eV

These are the Mulliken partial charges, in e, on atoms 1 to 4: -1.57, 1.47, -1.46, -0.53


Record 2
The following is a quantum chemistry calculation of an isolated molecule of CH4N2O at a distorted geometry, from the OMol25 dataset.

The geometry in ORCA input format:
```
! RIJCOSX wB97M-V def2-TZVPD def2/J DEFGRID3
* xyz 0 1
C 0.881 0.462 0.030
H -1.941 -0.776 -0.577
H -0.737 1.211 0.750
H 1.545 1.364 0.230
H 0.428 -1.206 0.052
N -0.625 0.774 -0.231
N 1.286 -0.666 -0.058
O -1.151 -0.514 0.173
*
```

Values from the calculation:
**HOMO**: -0.3739 Eh
**M**: 60.06 g mol⁻¹
**LUMO level**: 0.02431 hartree
**Energy above the lowest of the compared OMol25 structures with the same formula, charge and spin**: 4.508 eV

These are the Mulliken partial charges, in e, on atoms 1 to 4: -0.08, 0.36, 0.28, 0.30


Record 3
The following is a quantum chemistry calculation of an isolated molecule of C2H6NO2P at a distorted geometry, from the OMol25 dataset.

The geometry in ORCA input format:
```
! RIJCOSX wB97M-V def2-TZVPD def2/J DEFGRID3
* xyz 0 1
C -1.495 0.275 -0.760
C 0.963 0.695 1.079
N 0.326 -1.840 0.345
O 1.230 -2.601 0.099
O 1.073 -0.314 -1.888
P 0.318 -0.367 -0.644
H -2.047 -0.244 -1.513
H -1.741 0.274 0.367
H -1.572 1.343 -1.196
H 1.750 0.301 1.567
H 1.134 1.737 0.745
H 0.061 0.741 1.799
*
```

Values from the calculation:
**HOMO (spin up / spin down)**: -0.3399 / -0.3397 Eh
**M**: 107.05 g mol⁻¹
**LUMO level (spin up / spin down)**: -0.03504 / -0.03500 hartree
**Energy above the lowest of the compared OMol25 structures with the same formula, charge and spin**: 3.622 eV

These are the Mulliken partial charges, in e, on atoms 1 to 4: -0.85, -1.06, 0.07, -0.27